Below is C57H83N3O3Y as an isolated structure, with properties calculated with the ωB97M-V functional and the def2-TZVPD basis.

- Energy relative to the best compared isomer or geometry (same formula, charge and spin): 0.140 eV
- Strongest force on any atom: 0.0141 hartree/bohr
- Net charge: -1
- 2S+1: 1
- Energy: -72120.097 eV
- Frontier orbital gap: 6.98 eV
- Molecular weight: 947.215 g/mol

XYZ file:
```
147
Properties=species:S:1:pos:R:3:forces:R:3
Y -0.692707 0.012626 -0.832880 -0.06 0.58 0.43
C 2.630695 0.988762 6.779709 0.00 0.01 0.00
C 2.020565 2.197111 6.054331 0.01 0.01 0.03
C 3.036938 3.348312 6.053514 -0.03 -0.02 -0.01
C 0.791840 2.651914 6.842785 0.01 0.00 -0.02
C 1.671023 1.808562 4.619343 0.02 0.02 -0.03
C 0.387182 1.855426 4.104619 0.03 0.03 -0.05
C 0.108044 1.467667 2.796960 -0.08 -0.03 -0.04
C -1.325721 1.467267 2.343639 0.02 0.03 0.02
N -1.632035 2.093733 1.032483 0.04 -0.03 0.02
C -3.074422 2.317267 0.955085 -0.03 -0.03 0.00
C -3.809504 1.140113 0.355016 -0.01 0.02 0.05
N -3.236085 0.629479 -0.889010 0.06 -0.09 -0.02
C -3.291664 1.560573 -2.015874 -0.04 0.06 -0.01
C -2.324018 2.754704 -1.969882 -0.03 0.00 0.03
N -0.911150 2.406122 -1.704694 0.07 -0.02 -0.14
C -0.252700 3.279038 -0.714642 0.05 0.01 -0.02
C -0.867188 3.292705 0.700892 0.00 0.03 -0.02
C -0.172616 2.522347 -3.000710 -0.11 0.08 0.00
C 1.305314 2.271573 -3.025070 -0.03 -0.14 0.04
C 2.197225 3.287155 -3.343654 0.01 0.01 -0.02
C 3.540116 3.017936 -3.560442 0.03 0.02 -0.02
C 3.914785 1.670023 -3.583210 -0.03 0.01 -0.12
C 3.053807 0.619022 -3.314457 -0.05 0.00 0.07
C 1.752636 0.944844 -2.844445 0.11 0.20 0.01
O 0.958865 0.086233 -2.282630 0.03 -0.13 -0.16
C 3.484618 -0.838256 -3.488960 0.08 -0.07 -0.04
C 2.338083 -1.701346 -4.045969 0.00 0.07 -0.06
C 4.645886 -0.953069 -4.487950 0.02 0.03 0.09
C 3.930435 -1.406658 -2.140502 -0.08 -0.03 0.03
C 4.590023 4.098137 -3.810325 0.02 0.02 -0.01
C 5.677241 4.004734 -2.729470 -0.02 0.00 -0.01
C 5.236616 3.907975 -5.190092 -0.01 0.00 0.01
C 3.990366 5.504093 -3.758561 0.00 -0.03 0.01
C -3.980654 -0.608554 -1.225430 -0.04 -0.02 0.00
C -3.966402 -1.715417 -0.182635 0.10 0.03 0.01
C -5.099298 -2.499468 -0.085882 -0.02 0.01 -0.01
C -5.177334 -3.590599 0.774550 -0.02 -0.05 -0.01
C -4.053983 -3.862636 1.540858 -0.04 -0.02 0.02
C -2.876382 -3.117048 1.487486 0.11 0.13 -0.06
C -2.826904 -2.000390 0.622287 -0.36 -0.03 -0.12
O -1.792556 -1.203169 0.558109 0.23 -0.24 0.21
C -1.725091 -3.515752 2.429512 0.02 -0.02 0.08
C -0.342299 -2.941456 2.078814 -0.05 -0.02 -0.04
C -1.556584 -5.045561 2.438875 -0.02 0.02 0.02
C -2.083161 -3.045132 3.848375 0.01 0.01 -0.03
C -6.450996 -4.432732 0.826056 -0.02 -0.01 0.00
C -7.651782 -3.543043 1.179403 0.03 -0.01 0.00
C -6.368049 -5.547613 1.870157 0.02 0.03 -0.01
C -6.690466 -5.081700 -0.544865 0.00 0.00 0.01
C 1.123676 1.014970 1.933791 0.00 0.17 0.29
O 0.817216 0.660330 0.715918 -0.07 -0.46 -0.37
C 2.458459 0.997453 2.440429 -0.16 -0.12 -0.25
C 2.678454 1.374893 3.752053 0.00 0.10 0.16
C 3.594153 0.472184 1.566905 0.10 0.03 -0.08
C 4.958962 0.638467 2.236570 0.07 -0.05 0.06
C 3.654516 1.224831 0.222672 0.00 -0.06 0.14
C 3.364112 -1.032568 1.358184 -0.01 0.08 -0.06
H 2.888611 1.246475 7.811183 0.00 0.01 0.00
H 3.537102 0.643608 6.280588 0.00 -0.01 0.00
H 1.921760 0.158809 6.796436 0.01 -0.01 0.00
H 3.304023 3.626438 7.077039 0.00 0.00 0.01
H 2.617631 4.224335 5.554604 0.01 0.01 0.00
H 3.950657 3.069035 5.527996 0.01 0.01 0.00
H 1.084761 2.915937 7.861601 0.00 0.00 0.00
H 0.041972 1.860779 6.901772 -0.01 0.01 0.01
H 0.330292 3.530552 6.387387 -0.01 0.00 0.00
H -0.439990 2.195136 4.717481 -0.01 -0.01 0.00
H -1.911469 1.976317 3.124320 -0.01 0.00 0.01
H -1.695939 0.439401 2.278933 0.02 -0.01 -0.01
H -3.282193 3.221598 0.391382 0.01 0.01 0.02
H -3.495267 2.499406 1.955230 0.01 -0.02 0.01
H -4.866523 1.417949 0.201804 0.00 -0.02 -0.03
H -3.797959 0.314375 1.064998 0.00 0.01 0.00
H -4.311049 1.964605 -2.146923 0.00 -0.02 -0.02
H -3.066156 0.972859 -2.911031 0.01 -0.01 0.01
H -2.648172 3.507260 -1.258609 0.01 -0.02 0.02
H -2.400795 3.237762 -2.950490 0.01 0.01 0.00
H -0.212228 4.311342 -1.097533 -0.02 0.01 0.01
H 0.775888 2.926790 -0.648458 0.01 -0.01 -0.01
H -1.488992 4.187448 0.827474 -0.02 0.00 0.01
H -0.037774 3.393196 1.401730 -0.01 0.02 -0.01
H -0.348007 3.536333 -3.390785 0.00 0.00 0.00
H -0.663211 1.820122 -3.683603 0.02 -0.02 0.00
H 1.814150 4.298768 -3.424476 -0.01 0.00 0.00
H 4.939182 1.436723 -3.847254 -0.01 -0.01 -0.02
H 1.919487 -1.248813 -4.948856 0.02 -0.01 -0.02
H 1.523755 -1.820270 -3.338184 0.00 0.01 0.01
H 2.723753 -2.689147 -4.311751 0.01 -0.01 0.01
H 4.390559 -0.483770 -5.440755 0.01 -0.01 -0.01
H 4.856532 -2.008983 -4.669710 0.00 -0.01 -0.01
H 5.568535 -0.500891 -4.117549 -0.01 0.02 0.01
H 3.098566 -1.370724 -1.436887 0.05 -0.01 0.03
H 4.760233 -0.827407 -1.726470 -0.03 -0.06 -0.03
H 4.251522 -2.447554 -2.245296 -0.01 -0.01 -0.01
H 6.160994 3.026896 -2.742236 0.00 0.00 0.01
H 5.241465 4.146149 -1.738513 0.01 0.00 0.01
H 6.445235 4.768002 -2.886117 0.00 0.00 0.00
H 5.720704 2.934090 -5.272718 0.00 0.00 0.00
H 5.993403 4.677623 -5.368249 0.00 0.00 0.00
H 4.483019 3.974190 -5.977417 0.00 0.00 0.00
H 3.527956 5.700834 -2.789214 -0.01 0.01 -0.01
H 3.236891 5.646066 -4.536040 -0.01 0.01 0.00
H 4.777548 6.245584 -3.914153 0.00 0.00 0.00
H -3.571533 -0.993448 -2.158034 0.02 0.01 -0.01
H -5.034417 -0.337390 -1.406223 0.00 -0.01 0.00
H -5.948771 -2.248431 -0.715479 0.00 0.01 0.00
H -4.091915 -4.696086 2.227923 0.00 0.01 -0.01
H -0.057521 -3.189385 1.054296 0.01 0.02 -0.01
H 0.395184 -3.388296 2.752085 0.00 -0.02 0.00
H -0.295432 -1.861776 2.189289 0.01 -0.01 0.01
H -1.353331 -5.411590 1.430420 0.00 -0.01 0.00
H -2.433094 -5.568918 2.821890 0.01 -0.01 0.00
H -0.712276 -5.315920 3.077318 0.00 0.00 0.00
H -2.172907 -1.956677 3.872795 -0.01 0.00 0.01
H -1.305204 -3.338201 4.559513 0.00 0.00 0.00
H -3.033168 -3.474290 4.175199 0.00 0.01 0.01
H -7.495346 -3.061564 2.146868 -0.01 0.00 0.00
H -8.568131 -4.137840 1.231673 -0.01 0.00 -0.01
H -7.799143 -2.759655 0.435131 -0.01 0.01 0.00
H -6.206096 -5.143737 2.871749 0.00 -0.01 0.00
H -5.559397 -6.245196 1.644126 0.00 -0.01 0.02
H -7.304400 -6.110294 1.881239 0.00 0.00 -0.01
H -6.782130 -4.329641 -1.329565 0.00 0.01 0.00
H -7.607993 -5.677588 -0.533972 0.00 0.00 0.00
H -5.855110 -5.733449 -0.807113 0.00 0.00 -0.01
H 3.691983 1.336413 4.134255 -0.05 0.00 -0.02
H 5.152221 1.676337 2.519667 0.01 0.00 -0.03
H 5.735703 0.331475 1.533089 0.02 -0.02 0.01
H 5.053486 0.010450 3.127754 0.01 0.06 -0.02
H 3.772498 2.296295 0.410736 -0.01 0.02 -0.04
H 2.752325 1.063522 -0.360385 0.00 0.05 0.00
H 4.509713 0.890454 -0.372240 -0.03 0.02 0.09
H 3.350897 -1.537153 2.327359 -0.02 -0.03 -0.01
H 4.162643 -1.467432 0.753718 0.02 -0.01 -0.03
H 2.410649 -1.205347 0.861524 -0.01 -0.05 -0.01
C -1.927176 -3.639364 -4.577246 0.01 -0.01 0.01
C -1.751000 -3.987487 -3.245302 0.00 -0.02 0.00
C -1.499299 -3.002618 -2.293016 -0.06 0.07 -0.06
C -1.394060 -1.634222 -2.604739 0.11 -0.06 0.11
C -1.558037 -1.339894 -3.969349 0.04 -0.03 0.02
C -1.829495 -2.301374 -4.937182 0.00 0.04 -0.04
H -2.128974 -4.397442 -5.325500 0.00 0.00 0.00
H -1.815233 -5.029131 -2.945757 0.00 0.00 0.00
H -1.394723 -3.325554 -1.258402 0.00 -0.02 0.00
H -1.450335 -0.309085 -4.313376 0.00 0.00 -0.01
H -1.952255 -2.011081 -5.976584 0.00 0.00 0.00
```
Forces are in eV/Å.